1.
Computed, not measured: a structure of composition C18H42AsF6N6O6Y at a distorted geometry, with ωB97M-V/def2-TZVPD.

XYZ file:
```
80
Properties=species:S:1:pos:R:3:forces:R:3
Y -0.231 -0.048 -0.166 2.79 -0.87 1.31
As 3.163 1.914 1.300 0.19 0.04 0.02
F 2.271 2.470 2.657 -0.32 0.29 0.26
F 4.582 2.651 1.834 0.48 0.14 0.16
F 3.939 1.252 -0.101 0.11 -0.13 -0.29
F 1.660 1.171 0.724 -0.71 -0.29 -0.25
F 2.718 3.306 0.379 -0.18 0.20 -0.06
F 3.488 0.441 2.141 0.07 -0.29 0.10
C -1.197 3.697 2.274 0.49 -0.07 0.24
C -1.398 2.978 0.982 -0.17 0.31 0.56
O -0.986 1.806 0.847 -0.35 0.06 -0.52
N -2.003 3.621 -0.013 -0.29 -0.65 -0.21
C -2.802 4.833 0.076 0.84 1.13 -0.21
H -0.913 2.994 3.053 0.00 -0.09 -0.10
H -2.041 4.285 2.625 -0.08 0.05 -0.22
H -0.339 4.362 2.128 -0.09 0.07 0.06
H -2.093 3.074 -0.857 0.02 0.09 -0.05
H -3.336 4.907 1.017 -0.33 -0.20 -0.15
H -3.435 4.923 -0.802 -0.37 -0.39 0.21
H -2.174 5.729 0.003 0.13 -0.20 0.21
C 3.968 -1.781 -0.711 -0.15 0.07 -0.18
C 2.767 -1.386 -1.515 0.17 0.01 0.19
O 1.702 -1.129 -0.940 -0.53 0.24 -0.41
N 2.874 -1.431 -2.847 0.15 0.21 -0.17
C 1.808 -1.159 -3.786 -0.25 -0.16 0.11
H 3.981 -1.199 0.206 0.02 -0.06 0.06
H 4.900 -1.643 -1.254 0.03 -0.04 0.02
H 3.834 -2.844 -0.494 0.18 0.01 0.13
H 3.795 -1.526 -3.245 0.06 -0.16 0.18
H 0.864 -1.119 -3.244 0.04 0.14 0.02
H 1.726 -1.974 -4.504 0.11 0.07 -0.10
H 1.980 -0.220 -4.311 -0.09 0.02 -0.04
C 2.494 2.802 -2.585 0.37 -0.75 0.60
C 1.075 2.346 -2.506 0.25 -0.61 -0.54
O 0.697 1.533 -1.635 -1.07 -0.31 -0.19
N 0.266 2.698 -3.504 -0.17 0.40 0.02
C 0.559 3.706 -4.532 0.26 -0.66 -0.09
H 3.090 2.185 -1.915 -0.21 0.10 0.24
H 2.620 3.825 -2.237 0.05 0.16 -0.42
H 2.889 2.570 -3.575 -0.12 0.69 -0.20
H -0.647 2.271 -3.532 0.01 0.02 0.13
H -0.340 3.810 -5.131 -0.03 0.37 0.07
H 1.342 3.354 -5.205 0.03 -0.01 0.06
H 0.892 4.637 -4.084 -0.24 0.14 -0.03
C -2.793 -2.429 2.524 0.23 -0.06 0.52
C -2.930 -1.168 1.740 0.33 -0.28 -0.66
O -2.013 -0.835 0.952 -0.42 0.36 0.02
N -4.025 -0.434 1.834 0.16 -0.02 0.58
C -5.135 -0.645 2.765 -0.39 0.98 -0.42
H -2.359 -2.184 3.500 -0.16 0.06 0.01
H -2.078 -3.099 2.054 -0.09 0.07 -0.27
H -3.738 -2.933 2.695 -0.01 -0.06 -0.05
H -3.978 0.454 1.357 -0.10 -0.06 -0.11
H -4.906 -1.354 3.545 0.02 -0.21 -0.09
H -6.029 -0.891 2.193 0.01 -0.44 0.18
H -5.362 0.312 3.238 0.14 -0.07 0.13
C 0.392 -4.459 -1.462 -0.02 0.25 -0.05
C -0.764 -3.485 -1.413 0.20 -0.77 0.36
O -0.694 -2.404 -0.818 -0.21 0.95 -0.36
N -1.888 -3.904 -1.991 -0.91 0.23 -0.33
C -3.104 -3.112 -2.111 0.11 0.54 -0.21
H 0.709 -4.582 -2.498 0.00 -0.13 0.02
H 0.085 -5.425 -1.063 0.01 -0.05 -0.09
H 1.231 -4.087 -0.882 -0.07 0.11 0.05
H -1.982 -4.819 -2.399 0.61 -0.11 0.09
H -2.857 -2.055 -2.217 0.09 -0.05 0.17
H -3.783 -3.226 -1.267 0.07 -0.11 0.06
H -3.615 -3.384 -3.031 -0.06 -0.20 0.09
C 1.507 -3.155 2.385 0.45 -0.31 0.64
C 1.081 -1.741 2.636 -0.12 -0.04 -0.40
O 0.774 -0.979 1.706 -0.44 0.04 -0.04
N 1.076 -1.341 3.902 -0.36 0.29 0.25
C 0.871 0.049 4.286 -0.40 0.06 -0.02
H 2.155 -3.491 3.197 -0.11 0.02 0.05
H 2.125 -3.212 1.494 -0.38 0.02 -0.29
H 0.655 -3.835 2.372 -0.03 0.03 -0.38
H 0.918 -2.048 4.602 0.61 -0.06 0.07
H 1.737 0.652 4.035 0.10 -0.04 -0.08
H 0.703 0.094 5.358 0.01 -0.03 0.01
H 0.003 0.462 3.767 0.02 0.04 0.02
```
Positions in Å, forces in eV/Å.

Values from the calculation:
- HOMO-LUMO gap: 9.4 eV
- E: -118759.5534 eV
- Net charge: +2
- ΔE to the lowest compared entry with this formula, charge and spin: 0.4480 eV


2.
Computed, not measured: a structure of composition C6H5AlCl2ErNO3 at a distorted geometry, with ωB97M-V/def2-TZVPD.

XYZ file:
```
19
Properties=species:S:1:pos:R:3:forces:R:3
Al -2.948 1.999 -2.340 0.75 2.80 -0.66
Er 1.083 -0.431 -0.559 2.73 -0.18 -1.40
Cl -1.602 3.570 -1.919 -1.07 -1.71 0.15
Cl 2.545 -2.067 -1.470 -1.04 0.96 0.47
C 0.111 -2.059 0.738 -2.52 -6.13 5.00
C -4.243 3.067 -3.590 -2.86 4.60 -3.77
C -1.852 0.590 -3.453 2.57 -4.73 -4.73
O -0.200 -2.904 1.476 1.66 4.53 -3.98
O -4.712 3.896 -4.255 2.57 -4.88 3.82
O -1.298 -0.143 -4.173 -3.13 4.43 4.35
C 2.769 -0.535 4.806 -0.34 -0.78 0.20
C 2.926 0.540 3.706 0.24 0.24 0.68
C 2.355 0.190 2.443 0.13 0.19 -1.17
N 1.958 -0.023 1.360 0.32 0.36 1.84
H 1.720 -0.640 5.102 0.19 0.12 -0.03
H 3.348 -0.268 5.699 -0.10 0.15 -0.41
H 3.113 -1.516 4.461 0.07 0.27 0.06
H 2.464 1.489 4.032 0.02 -0.15 -0.21
H 3.995 0.764 3.539 -0.19 -0.10 -0.23
```
Positions in Å, forces in eV/Å.

Values from the calculation:
- Multiplicity: 4
- HOMO-LUMO gap (alpha / beta): 4.5 / 4.5 eV
- E: -73150.3892 eV
- Net charge: +4
- ΔE to the lowest compared entry with this formula, charge and spin: 0.5598 eV


3.
Computed, not measured: an isolated molecule of C7H11NO2S at a distorted geometry, with ωB97M-V/def2-TZVPD.

XYZ file:
```
22
Properties=species:S:1:pos:R:3:forces:R:3
C 1.615 -0.681 -0.459 -1.70 0.18 0.26
C 1.376 -0.818 -1.766 -1.39 -0.80 0.48
C -0.003 -1.090 -2.364 1.16 0.45 -0.58
C -1.061 -0.315 -2.042 -1.87 0.36 -1.53
C -1.012 0.847 -1.088 1.01 -1.78 0.50
C -0.903 0.650 0.250 -0.54 3.24 -1.25
C -0.603 1.773 1.244 -0.26 -2.73 1.26
S -1.569 -0.747 1.044 -0.21 0.07 1.55
N -0.405 -1.043 2.295 -0.04 -2.61 -2.75
O -2.682 -0.422 1.896 -0.58 0.68 -0.65
O -1.734 -1.751 0.046 0.28 -0.83 0.36
H 0.772 -0.742 0.270 1.28 -0.16 -0.99
H 2.513 -0.325 -0.013 0.95 -0.15 -0.06
H 2.183 -0.817 -2.475 0.32 0.22 -0.26
H 0.059 -1.826 -3.241 -0.75 1.16 1.43
H -2.102 -0.319 -2.586 2.24 -0.59 0.73
H -0.847 1.814 -1.609 -0.13 -0.47 0.89
H -0.454 2.739 0.828 -0.18 0.67 -0.50
H 0.340 1.446 1.784 -1.19 0.60 -0.30
H -1.502 1.662 1.918 1.24 1.01 -0.10
H -1.049 -1.363 3.025 0.38 0.08 0.08
H 0.006 -1.935 1.854 -0.03 1.41 1.44
```
Positions in Å, forces in eV/Å.

Values from the calculation:
- HOMO-LUMO gap: 9.7 eV
- E: -23853.8947 eV
- Net charge: 0
- ΔE to the lowest compared entry with this formula, charge and spin: 3.0231 eV


4.
Computed, not measured: an isolated molecule of CHN3O2 at a distorted geometry, with ωB97M-V/def2-TZVPD.

XYZ file:
```
7
Properties=species:S:1:pos:R:3:forces:R:3
O -1.793 0.897 -0.248 0.67 0.08 0.59
C -0.708 0.537 0.133 0.21 -0.58 -0.52
N -0.003 -0.543 -0.521 -0.15 0.12 -0.17
N 1.188 -0.747 -0.018 0.20 0.31 0.52
N 1.473 -0.056 0.930 -1.58 0.74 -0.19
O 0.090 0.920 1.107 0.81 -0.81 -0.39
H -0.247 -1.008 -1.384 -0.15 0.14 0.16
```
Positions in Å, forces in eV/Å.

Values from the calculation:
- HOMO-LUMO gap: 11.1 eV
- E: -9616.1257 eV
- Net charge: 0
- ΔE to the lowest compared entry with this formula, charge and spin: 1.2804 eV


Please write out number 4 again, unchanged.
Computed, not measured: an isolated molecule of CHN3O2 at a distorted geometry, with ωB97M-V/def2-TZVPD.

XYZ file:
```
7
Properties=species:S:1:pos:R:3:forces:R:3
O -1.793 0.897 -0.248 0.67 0.08 0.59
C -0.708 0.537 0.133 0.21 -0.58 -0.52
N -0.003 -0.543 -0.521 -0.15 0.12 -0.17
N 1.188 -0.747 -0.018 0.20 0.31 0.52
N 1.473 -0.056 0.930 -1.58 0.74 -0.19
O 0.090 0.920 1.107 0.81 -0.81 -0.39
H -0.247 -1.008 -1.384 -0.15 0.14 0.16
```
Positions in Å, forces in eV/Å.

Values from the calculation:
- HOMO-LUMO gap: 11.1 eV
- E: -9616.1257 eV
- Net charge: 0
- ΔE to the lowest compared entry with this formula, charge and spin: 1.2804 eV


Among the records above, which one has the highest ΔE to the lowest compared entry with this formula, charge and spin?
C7H11NO2S


Number 4 is which compound?
CHN3O2